1.
Molecular formula: C9H10CuF5N
Method: DFT, the ωB97M-V functional and the def2-TZVPD basis

Element x y z (Å)
1 C 1.473 -1.478 -1.549
2 C 0.367 -2.096 -0.892
3 C 0.407 -1.735 0.490
4 C 1.541 -0.873 0.679
5 C 2.183 -0.699 -0.588
6 Cu -0.075 0.098 -0.403
7 N 2.834 2.819 -0.914
8 C -1.446 0.305 -1.547
9 C -2.349 -0.457 -0.821
10 H -0.297 -2.055 1.252
11 H -0.401 -2.725 -1.333
12 H 1.910 -0.518 1.634
13 H 3.090 -0.117 -0.741
14 H 1.739 -1.601 -2.596
15 H -2.645 -1.467 -1.128
16 H -1.738 1.390 -1.572
17 H 1.813 2.614 -1.125
18 H -3.070 0.048 -0.174
19 H -1.322 -0.065 -2.567
20 F -0.738 2.645 0.791
21 C -0.139 1.473 1.147
22 F 1.156 1.752 1.521
23 C -0.891 0.831 2.316
24 F -0.997 1.731 3.319
25 F -2.156 0.442 1.981
26 F -0.247 -0.263 2.818

Summary:
net charge: -2
Kohn-Sham gap (spin up / spin down): 4.34 / 3.44 eV
2S+1: 2
largest force on an atom: 4.98 eV/Å
energy: -69204.1161 eV
highest occupied orbital energy (spin up / spin down): 1.50 / 2.36 eV


2.
Molecular formula: C9H10F9NO5S
Method: DFT, the ωB97M-V functional and the def2-TZVPD basis

Element x y z (Å)
1 H 0.300 1.640 -3.540
2 N -0.702 1.910 -3.579
3 C -1.128 2.103 -2.349
4 C -0.089 1.899 -1.161
5 C -0.733 1.764 0.289
6 C -1.694 0.547 0.645
7 F -2.549 1.018 1.677
8 F -2.576 0.214 -0.411
9 C -0.998 -0.753 1.237
10 F -0.312 -0.519 2.454
11 F -2.047 -1.634 1.594
12 C 0.031 -1.498 0.284
13 F 1.214 -0.737 0.181
14 F 0.420 -2.673 0.976
15 C -0.540 -1.993 -1.114
16 F 0.373 -2.960 -1.591
17 F -1.766 -2.625 -1.051
18 F -0.610 -1.019 -2.096
19 C 0.329 2.281 1.388
20 O 0.256 3.745 1.528
21 S -1.378 4.054 1.420
22 O -1.840 5.352 0.857
23 O -2.202 3.809 2.652
24 O -1.692 2.887 0.270
25 H -2.199 2.441 -2.233
26 H 0.551 2.854 -1.134
27 H 0.615 1.066 -1.460
28 H 1.401 1.945 1.210
29 H -0.083 1.959 2.410
30 C 3.272 -4.882 0.151
31 O 3.847 -3.608 -0.103
32 H 4.054 -5.638 0.091
33 H 2.833 -4.895 1.151
34 H 2.504 -5.096 -0.598
35 H 3.137 -2.958 -0.045

Summary:
net charge: 0
Kohn-Sham gap: 10.48 eV
largest force on an atom: 5.99 eV/Å
energy: -56510.6799 eV
structure (SMILES): [H]/N=C\C[C@@]1(C(F)(F)C(F)(F)C(F)(F)C(F)(F)F)COS(=O)(=O)O1.CO
highest occupied orbital energy: -10.60 eV


3.
Molecular formula: C9H10FI
Method: DFT, the ωB97M-V functional and the def2-TZVPD basis

Element x y z (Å)
1 F 2.135 -0.179 -2.142
2 C 2.037 0.129 -0.872
3 I 3.840 -0.111 0.224
4 C 0.935 0.762 -0.472
5 C 0.763 1.171 0.851
6 C -0.433 1.489 1.404
7 C -1.586 1.174 0.645
8 C -1.582 1.065 -0.696
9 C -0.210 1.043 -1.440
10 H 1.612 1.205 1.540
11 H -0.632 1.705 2.495
12 H -2.461 1.058 1.335
13 H -2.548 0.856 -1.126
14 H -0.018 2.123 -1.711
15 H -0.239 0.439 -2.300
16 C 0.088 -2.421 0.914
17 C -0.672 -2.300 -0.121
18 H -0.022 -1.959 1.867
19 H 0.972 -2.927 0.743
20 H -0.470 -2.640 -1.092
21 H -1.510 -1.682 -0.045

Summary:
net charge: 0
Kohn-Sham gap: 8.03 eV
largest force on an atom: 3.88 eV/Å
relative energy (zero: lowest compared OMol25 entry of this formula, charge and spin): 49.49 kcal per mole
energy: -20309.8844 eV
structure (SMILES): F/C(I)=C1/C=CC=CC1.C=C
highest occupied orbital energy: -7.84 eV


4.
Molecular formula: C9H10FN
Method: DFT, the ωB97M-V functional and the def2-TZVPD basis

Element x y z (Å)
1 C -1.632 1.455 -0.679
2 C -1.089 0.362 -0.124
3 C -1.936 -0.725 0.517
4 N -3.354 -0.541 0.255
5 C 0.396 0.167 -0.064
6 C 1.002 -1.046 -0.400
7 C 2.372 -1.196 -0.350
8 C 3.160 -0.128 0.033
9 F 4.497 -0.251 0.087
10 C 2.600 1.106 0.377
11 C 1.211 1.237 0.325
12 H -2.725 1.590 -0.669
13 H -1.019 2.226 -1.145
14 H -1.522 -1.687 0.184
15 H -1.773 -0.706 1.594
16 H -3.912 -1.207 0.809
17 H -3.526 -0.713 -0.721
18 H 0.432 -1.883 -0.707
19 H 2.858 -2.143 -0.616
20 H 3.230 1.912 0.701
21 H 0.729 2.171 0.592

Summary:
net charge: 0
Kohn-Sham gap: 9.62 eV
largest force on an atom: 1.09 eV/Å
relative energy (zero: lowest compared OMol25 entry of this formula, charge and spin): 0.00 kcal per mole
energy: -13702.2087 eV
structure (SMILES): C=C(CN)c1ccc(F)cc1
highest occupied orbital energy: -8.72 eV


5.
Molecular formula: C9H10N
Method: DFT, the ωB97M-V functional and the def2-TZVPD basis

Element x y z (Å)
1 C 0.637 0.032 -1.336
2 C 0.722 0.758 1.289
3 C -0.630 0.914 1.803
4 C -1.838 0.349 2.440
5 C -1.532 1.806 2.675
6 C 2.108 -0.231 -0.943
7 C -0.526 0.639 -0.874
8 C 1.213 -1.003 -1.954
9 C 1.065 -2.222 -2.766
10 N -0.269 0.870 0.391
11 H -2.639 -0.032 1.823
12 H -1.710 -0.089 3.398
13 H -1.265 1.997 3.711
14 H -1.977 2.613 2.092
15 H 2.821 0.587 -1.228
16 H 2.227 -0.546 0.126
17 H -1.442 1.038 -1.442
18 H 1.935 -2.891 -2.708
19 H 1.056 -1.842 -3.807
20 H 0.044 -2.749 -2.689

Summary:
net charge: +1
Kohn-Sham gap (spin up / spin down): 7.91 / 6.20 eV
2S+1: 3
largest force on an atom: 3.77 eV/Å
relative energy (zero: lowest compared OMol25 entry of this formula, charge and spin): 110.00 kcal per mole
energy: -10967.7398 eV
highest occupied orbital energy (spin up / spin down): -12.22 / -13.40 eV


6.
Molecular formula: C9H10N2
Method: DFT, the ωB97M-V functional and the def2-TZVPD basis

Element x y z (Å)
1 C 0.559 0.567 1.820
2 C 0.328 -0.054 0.587
3 C -0.060 0.581 -0.697
4 C -0.862 -0.336 -1.389
5 C -1.151 0.262 -2.728
6 C -0.743 1.470 -3.245
7 N -0.230 2.393 -2.318
8 C 0.093 1.846 -1.171
9 C 0.409 -1.670 0.807
10 N 0.674 -1.755 2.259
11 C 0.634 -0.374 2.905
12 H 0.741 1.603 1.972
13 H -1.336 -1.184 -0.938
14 H -1.966 -0.242 -3.279
15 H -0.914 1.766 -4.323
16 H 0.883 2.338 -0.487
17 H -0.703 -2.050 0.640
18 H 0.953 -2.065 -0.100
19 H 1.714 -2.055 2.555
20 H 1.391 -0.557 3.816
21 H -0.414 -0.484 3.314

Summary:
net charge: 0
Kohn-Sham gap: 8.73 eV
largest force on an atom: 6.37 eV/Å
relative energy (zero: lowest compared OMol25 entry of this formula, charge and spin): 106.01 kcal per mole
energy: -12471.0183 eV
structure (SMILES): C1=C(c2cccnc2)CNC1
highest occupied orbital energy: -8.44 eV


7.
Molecular formula: C9H10N2O2S
Method: DFT, the ωB97M-V functional and the def2-TZVPD basis

Element x y z (Å)
1 C 0.009 -1.274 2.000
2 S 1.573 -1.212 1.320
3 C 1.218 -1.901 -0.407
4 C 0.534 -2.998 -0.878
5 C 0.278 -2.908 -2.285
6 C 0.656 -1.804 -3.061
7 N 1.301 -0.798 -2.528
8 C 1.583 -0.781 -1.258
9 C 2.101 0.220 -0.303
10 C 1.448 1.500 -0.140
11 H 0.179 -0.661 3.021
12 H 0.197 -3.841 -0.226
13 H 0.023 -3.808 -2.808
14 H 0.643 -2.019 -4.045
15 H 1.893 2.069 0.690
16 H 0.332 1.554 0.079
17 H 1.627 2.004 -1.102
18 O 2.364 3.178 3.648
19 C 3.224 2.431 3.534
20 O 4.085 1.723 3.418
21 N -1.537 0.419 -0.263
22 H -1.495 -0.424 0.275
23 H -1.327 0.113 -1.159
24 H -2.442 0.951 -0.298

Summary:
net charge: 0
Kohn-Sham gap (spin up / spin down): 6.83 / 6.36 eV
largest force on an atom: 5.11 eV/Å
relative energy (zero: lowest compared OMol25 entry of this formula, charge and spin): 184.00 kcal per mole
energy: -27398.4453 eV
structure (SMILES): C#S1=c2cccnc2=C1C.O=C=O.N
highest occupied orbital energy (spin up / spin down): -7.87 / -7.76 eV


8.
Molecular formula: C9H10N2S
Method: DFT, the ωB97M-V functional and the def2-TZVPD basis

Element x y z (Å)
1 C 2.681 1.335 -0.320
2 C 3.196 -0.039 -0.651
3 S 3.729 -1.076 0.735
4 C 2.302 -1.229 -0.513
5 N 0.956 -1.130 -0.366
6 C 0.169 -0.847 0.579
7 C -1.269 -0.759 0.350
8 C -2.104 -0.245 1.346
9 C -3.465 -0.172 1.103
10 C -3.949 -0.619 -0.116
11 C -3.035 -1.112 -1.041
12 N -1.740 -1.179 -0.823
13 H 2.060 1.706 -1.137
14 H 3.518 2.015 -0.171
15 H 2.087 1.312 0.592
16 H 3.879 -0.062 -1.497
17 H 2.540 -2.053 -1.182
18 H 0.506 -0.666 1.609
19 H -1.693 0.094 2.285
20 H -4.133 0.226 1.854
21 H -5.003 -0.588 -0.345
22 H -3.363 -1.474 -2.007

Summary:
net charge: 0
Kohn-Sham gap: 8.61 eV
largest force on an atom: 1.69 eV/Å
relative energy (zero: lowest compared OMol25 entry of this formula, charge and spin): 32.22 kcal per mole
energy: -23309.3636 eV
structure (SMILES): C[C@H]1S[C@H]1/N=C/c1ccccn1
highest occupied orbital energy: -8.62 eV